No. 1
Here is C3H3NO2S in the gas phase in a non-equilibrium geometry from OMol25. Energies are from wB97M-V/def2-TZVPD.

Each line ends with the Löwdin charge.
Atoms and positions in Å:
C (-0.290, -0.091, 0.357)  -0.483
C (0.802, -1.282, 0.261)  -0.374
C (0.283, 2.255, -0.072)  0.238
N (0.075, 1.125, 0.099)  0.034
O (-2.771, -0.048, -0.584)  -0.560
O (0.993, -1.025, -1.034)  -0.127
S (-1.827, -0.899, 0.140)  0.960
H (1.700, -0.935, 0.881)  0.125
H (0.297, -2.230, 0.465)  0.079
H (0.737, 3.130, -0.513)  0.108

Atomic forces in eV per Å
-0.3 -3.6 0.2
0.9 2.9 0.0
0.8 -0.3 0.0
-0.5 1.3 -0.3
-0.9 0.6 -0.6
0.1 -0.3 -0.5
1.1 0.9 0.5
-1.1 -1.2 -0.1
0.3 0.0 0.7
-0.5 -0.2 0.1

Properties
energy relative to the best compared isomer or geometry (same formula, charge and spin)	711.4	kJ/mol
2S+1	1
charge	0
total energy	-719.30932	hartree
frontier orbital gap (spin up / spin down)	6.46 / 7.31	eV

---

No. 2
Here is C2H4ClFN2OS in the gas phase in a non-equilibrium geometry from OMol25. Energies are from wB97M-V/def2-TZVPD.

Each line ends with the Löwdin charge.
Atoms and positions in Å:
O (-0.958, -2.024, -0.771)  -0.054
N (-1.171, -0.667, -0.772)  -0.055
C (-0.095, 0.144, -0.416)  -0.486
N (-0.225, 1.373, -0.068)  -0.306
S (-1.747, 2.133, -0.279)  0.759
C (1.278, -0.487, -0.232)  -0.627
F (2.236, 0.457, -0.085)  -0.014
Cl (1.243, -1.425, 1.297)  0.670
H (-0.990, -2.324, 0.158)  0.085
H (-2.079, -0.363, -0.459)  0.091
H (-1.470, 3.204, 0.405)  -0.171
H (1.568, -1.213, -0.977)  0.107

Atomic forces in eV per Å
-0.2 -0.8 0.2
1.2 0.9 -0.4
-1.0 0.8 1.0
0.2 -0.2 -0.8
0.0 -1.4 -0.5
-0.1 0.1 0.5
-0.2 -0.1 -0.3
-0.1 -0.1 0.3
0.2 0.1 -0.3
-0.2 -0.1 0.1
0.4 0.8 0.6
-0.1 0.1 -0.4

Properties
SMILES	ON/C(=N\S)[C@@H](F)Cl
energy relative to the best compared isomer or geometry (same formula, charge and spin)	31.1	kJ/mol
2S+1	1
charge	0
total energy	-1221.51907	hartree
frontier orbital gap	9.33	eV

---

No. 3
Here is C3H3N5 in the gas phase in a non-equilibrium geometry from OMol25. Energies are from wB97M-V/def2-TZVPD.

Each line ends with the Löwdin charge.
Atoms and positions in Å:
H (0.392, 1.762, 1.844)  0.074
N (0.195, 0.774, 1.968)  0.208
C (-0.268, 0.320, 0.933)  -0.505
C (-0.589, -1.032, 0.646)  -0.092
N (-0.134, -1.713, -0.332)  0.051
N (0.723, -1.163, -1.222)  0.042
C (0.659, 0.052, -1.545)  -0.214
N (-0.353, 0.978, -1.275)  0.073
N (-0.778, 1.123, -0.104)  0.109
H (-1.299, -1.484, 1.349)  0.129
H (1.453, 0.382, -2.263)  0.125

Atomic forces in eV per Å
-0.3 0.4 0.4
1.8 0.6 2.3
-0.2 0.7 -1.7
-0.8 -2.3 0.6
-1.0 -0.4 0.0
0.7 -1.0 0.9
1.2 1.1 -1.4
-0.1 0.6 0.9
-0.4 0.5 -2.0
0.3 -0.3 -0.4
-1.1 -0.1 0.5

Properties
SMILES	[H]/N=c1/cnncnn1
energy relative to the best compared isomer or geometry (same formula, charge and spin)	303.8	kJ/mol
2S+1	1
charge	0
total energy	-389.75297	hartree
frontier orbital gap	8.93	eV

---

No. 4
Here is 11 unconnected molecules or ions with the total composition C46H121N7O18 in a non-equilibrium geometry from OMol25. Energies are from wB97M-V/def2-TZVPD.

Each line ends with the Löwdin charge.
Atoms and positions in Å:
C (-4.989, -0.627, -4.252)  -0.069
O (-4.648, 0.036, -3.032)  -0.193
C (-3.346, -0.193, -2.598)  -0.253
C (-2.994, 0.801, -1.578)  -0.214
N (-3.357, 2.141, -2.003)  -0.026
C (-3.465, 3.048, -0.842)  -0.194
C (-4.411, 2.601, 0.282)  -0.224
O (-5.752, 2.537, -0.221)  -0.180
C (-6.317, 3.867, -0.310)  -0.107
H (-4.919, -1.712, -4.101)  0.091
H (-4.310, -0.335, -5.033)  0.061
H (-5.972, -0.369, -4.586)  0.082
H (-2.742, -0.224, -3.509)  0.119
H (-3.302, -1.219, -2.230)  0.101
H (-1.916, 0.671, -1.342)  0.112
H (-3.498, 0.424, -0.660)  0.114
H (-4.167, 2.128, -2.634)  0.112
H (-3.778, 4.037, -1.233)  0.120
H (-2.428, 3.117, -0.506)  0.084
H (-4.329, 3.351, 1.074)  0.104
H (-4.155, 1.615, 0.709)  0.104
H (-5.940, 4.666, 0.441)  0.118
H (-7.349, 3.692, -0.228)  0.055
H (-6.240, 4.272, -1.358)  0.091
C (-1.094, 0.088, 2.039)  -0.135
O (0.179, -0.358, 1.749)  -0.201
C (0.363, -1.740, 2.118)  -0.193
C (1.152, -2.500, 1.074)  -0.176
N (0.239, -2.761, -0.046)  -0.050
C (0.879, -3.386, -1.181)  -0.191
C (-0.217, -3.988, -2.048)  -0.216
O (0.127, -4.117, -3.407)  -0.224
C (-0.857, -4.785, -4.170)  -0.091
H (-1.229, 1.116, 1.815)  0.044
H (-1.355, -0.018, 3.105)  0.092
H (-1.833, -0.506, 1.475)  0.096
H (-0.566, -2.238, 2.395)  0.098
H (0.877, -1.776, 3.070)  0.117
H (1.494, -3.400, 1.583)  0.124
H (2.064, -1.937, 0.818)  0.125
H (-0.156, -1.798, -0.404)  0.158
H (1.514, -4.238, -0.902)  0.087
H (1.582, -2.758, -1.721)  0.108
H (-1.065, -3.297, -1.942)  0.102
H (-0.429, -5.003, -1.772)  0.116
H (-0.767, -5.883, -3.933)  0.100
H (-0.622, -4.502, -5.178)  0.075
H (-1.902, -4.472, -3.831)  0.104
C (1.702, 3.234, -4.761)  -0.119
O (1.601, 3.560, -3.420)  -0.209
C (0.389, 3.190, -2.828)  -0.235
C (0.025, 4.030, -1.591)  -0.172
N (0.431, 3.356, -0.358)  -0.080
C (1.887, 3.287, -0.252)  -0.203
C (2.386, 2.766, 1.084)  -0.165
O (3.731, 2.229, 1.021)  -0.216
C (4.664, 3.187, 0.842)  -0.172
H (2.674, 3.663, -5.045)  0.098
H (0.966, 3.855, -5.307)  0.093
H (1.582, 2.182, -4.975)  0.076
H (0.311, 2.122, -2.599)  0.100
H (-0.450, 3.252, -3.614)  0.135
H (-1.084, 4.020, -1.554)  0.091
H (0.441, 5.100, -1.721)  0.146
H (0.001, 3.779, 0.457)  0.085
H (2.326, 4.264, -0.487)  0.123
H (2.269, 2.574, -1.034)  0.093
H (1.685, 1.968, 1.345)  0.115
H (2.424, 3.586, 1.866)  0.117
H (4.824, 3.491, -0.220)  0.097
H (5.662, 2.744, 1.016)  0.095
H (4.466, 4.067, 1.483)  0.096
C (-3.835, 1.611, 4.071)  -0.100
O (-3.904, 0.351, 4.759)  -0.199
C (-4.588, -0.551, 3.897)  -0.234
C (-4.870, -1.864, 4.726)  -0.178
N (-3.665, -2.444, 5.292)  -0.073
C (-2.705, -2.807, 4.355)  -0.273
C (-1.767, -3.853, 4.943)  -0.204
O (-0.885, -3.232, 5.918)  -0.192
C (-0.227, -4.202, 6.770)  -0.098
H (-3.328, 2.267, 4.813)  0.101
H (-4.831, 1.964, 3.874)  0.077
H (-3.229, 1.518, 3.156)  0.060
H (-3.998, -0.707, 2.971)  0.108
H (-5.622, -0.191, 3.563)  0.134
H (-5.349, -2.551, 4.037)  0.105
H (-5.569, -1.611, 5.587)  0.134
H (-3.177, -1.835, 5.956)  0.126
H (-2.054, -2.007, 4.058)  0.086
H (-3.186, -3.206, 3.413)  0.136
H (-1.074, -4.282, 4.222)  0.109
H (-2.459, -4.660, 5.292)  0.131
H (0.609, -4.725, 6.298)  0.087
H (-0.879, -4.864, 7.297)  0.072
H (0.102, -3.612, 7.600)  0.071
C (-2.980, 1.899, -6.701)  -0.124
O (-2.768, 0.595, -7.127)  -0.206
C (-1.872, 0.530, -8.232)  -0.195
C (-1.365, -0.959, -8.228)  -0.215
N (-0.175, -1.101, -7.449)  -0.053
C (-0.286, -0.992, -5.971)  -0.203
C (1.025, -1.199, -5.389)  -0.178
O (1.445, -2.549, -5.827)  -0.221
C (2.538, -3.139, -5.106)  -0.099
H (-3.358, 2.514, -7.459)  0.072
H (-2.075, 2.342, -6.378)  0.062
H (-3.520, 1.907, -5.727)  0.099
H (-0.909, 1.103, -8.120)  0.135
H (-2.353, 0.741, -9.180)  0.110
H (-1.169, -1.385, -9.250)  0.129
H (-2.202, -1.545, -7.851)  0.106
H (0.271, -1.972, -7.629)  0.088
H (-1.046, -1.677, -5.653)  0.116
H (-0.585, -0.041, -5.653)  0.095
H (1.024, -1.304, -4.295)  0.123
H (1.774, -0.462, -5.725)  0.130
H (3.519, -2.697, -5.280)  0.082
H (2.605, -4.183, -5.379)  0.082
H (2.302, -3.104, -4.034)  0.056
C (3.808, 1.341, 6.914)  -0.117
O (2.695, 1.124, 6.111)  -0.200
C (2.459, 2.079, 5.080)  -0.192
C (1.604, 3.270, 5.555)  -0.190
N (1.059, 4.143, 4.518)  -0.079
C (0.647, 5.399, 5.147)  -0.200
C (0.359, 6.528, 4.216)  -0.242
O (-0.882, 6.322, 3.633)  -0.165
C (-1.072, 7.294, 2.672)  -0.130
H (3.741, 2.275, 7.473)  0.086
H (4.698, 1.332, 6.319)  0.075
H (3.740, 0.418, 7.541)  0.115
H (2.003, 1.605, 4.234)  0.112
H (3.409, 2.532, 4.766)  0.122
H (2.166, 3.830, 6.283)  0.103
H (0.734, 2.820, 6.063)  0.138
H (1.754, 4.487, 3.830)  0.113
H (1.440, 5.783, 5.757)  0.108
H (-0.180, 5.086, 5.805)  0.143
H (1.097, 6.647, 3.448)  0.121
H (0.347, 7.409, 4.784)  0.113
H (-0.263, 7.286, 1.948)  0.090
H (-1.204, 8.271, 3.146)  0.095
H (-2.015, 7.173, 2.131)  0.093
C (3.425, 1.002, -2.139)  -0.062
O (4.045, -0.280, -2.552)  -0.199
C (5.214, -0.564, -1.800)  -0.237
C (5.626, -2.040, -1.891)  -0.247
N (4.631, -2.890, -1.314)  -0.044
C (5.041, -4.267, -1.369)  -0.229
C (3.985, -5.333, -1.178)  -0.262
O (3.368, -5.243, 0.050)  -0.193
C (2.572, -6.329, 0.394)  -0.100
H (2.420, 0.986, -2.562)  0.071
H (3.967, 1.887, -2.409)  0.085
H (3.370, 0.940, -1.054)  0.061
H (5.049, -0.308, -0.680)  0.128
H (6.042, 0.096, -2.171)  0.127
H (6.638, -2.181, -1.436)  0.131
H (5.894, -2.210, -2.943)  0.112
H (3.748, -2.753, -1.833)  0.101
H (5.809, -4.448, -0.572)  0.135
H (5.583, -4.524, -2.320)  0.126
H (4.541, -6.284, -1.342)  0.134
H (3.255, -5.263, -1.955)  0.109
H (1.542, -6.096, 0.058)  0.088
H (2.567, -6.428, 1.475)  0.096
H (2.884, -7.199, -0.091)  0.067
C (-4.697, -3.796, -0.162)  -0.064
C (-3.189, -3.509, -0.382)  -0.323
O (-2.563, -3.494, 0.906)  -0.117
H (-4.807, -4.784, 0.291)  0.074
H (-5.245, -3.521, -1.071)  0.071
H (-5.079, -3.089, 0.590)  0.066
H (-3.040, -2.619, -0.924)  0.050
H (-2.728, -4.280, -1.050)  0.102
H (-1.582, -3.505, 0.702)  0.063
C (5.341, -0.111, 2.693)  -0.077
C (4.256, -1.069, 3.257)  -0.297
O (4.614, -1.441, 4.600)  -0.095
H (5.355, 0.759, 3.369)  0.066
H (5.087, 0.238, 1.690)  0.033
H (6.339, -0.639, 2.628)  0.093
H (4.229, -2.028, 2.622)  0.124
H (3.239, -0.684, 3.222)  0.090
H (3.905, -1.166, 5.192)  0.063
O (0.397, 0.504, -0.927)  -0.073
H (0.783, 0.121, -0.141)  0.006
H (0.181, 1.411, -0.621)  0.011
O (-0.791, 3.218, 2.473)  -0.093
H (-1.565, 3.796, 2.663)  0.055
H (-0.115, 3.557, 3.109)  0.010

Atomic forces in eV per Å
0.9 -0.4 1.1
-1.9 0.4 -0.7
-0.1 -1.6 -1.9
0.5 -0.3 0.9
0.0 0.1 0.4
0.1 -0.4 -1.1
0.1 0.1 -0.7
0.6 1.5 1.0
1.1 0.3 -0.9
-0.1 0.0 -0.2
0.6 0.1 -0.5
-0.7 0.3 0.3
0.7 0.5 0.0
0.3 -0.1 0.4
-0.4 0.5 -0.2
-0.1 0.6 -0.3
0.3 -0.1 0.9
0.2 -0.4 0.4
-0.2 0.2 0.6
-0.1 -0.1 0.2
-0.2 0.5 -0.3
-0.5 -1.6 -1.0
-1.5 0.1 0.6
0.5 -0.2 0.9
-1.7 -0.8 0.5
1.1 -1.0 -0.1
0.6 0.5 0.7
-0.8 0.7 0.4
-0.3 1.9 -0.5
0.5 -1.6 -0.6
0.1 0.9 -0.9
0.5 0.9 -0.2
-0.6 -0.4 1.9
0.3 0.9 -0.4
0.2 -0.1 0.0
0.0 0.1 0.1
-0.4 0.1 -0.7
0.6 0.2 0.3
-0.1 -0.4 -0.5
-0.1 0.0 -0.2
0.9 -2.2 1.0
-0.1 0.4 0.6
-0.2 0.6 -0.4
-0.3 -0.5 -0.2
-0.7 -0.5 1.1
-0.2 0.7 -0.7
-0.3 -0.3 -0.6
1.1 -0.2 -0.7
0.2 1.8 -0.6
0.2 0.0 1.5
-2.1 0.0 -1.2
-0.3 0.2 -0.4
0.5 0.0 -0.2
0.7 -0.1 -0.9
0.4 0.4 0.3
-2.7 -1.2 0.3
2.4 1.1 -1.1
-0.1 -0.7 -0.3
-0.1 -0.6 -0.2
0.1 -0.4 -0.1
0.6 -0.1 0.3
0.9 0.5 0.9
0.7 0.5 -0.2
-0.6 -1.4 0.2
0.1 -0.1 0.1
0.1 0.1 0.0
-0.6 0.8 0.7
0.4 -0.1 0.5
-0.4 -0.8 -0.6
-0.8 0.3 0.4
-0.4 0.2 0.7
0.4 -0.1 -0.2
1.3 -0.4 1.7
-0.8 0.3 -1.4
-1.3 -0.9 0.7
0.4 1.9 0.6
-1.2 0.5 1.5
1.4 -1.7 -2.0
0.1 -0.3 -0.1
-0.9 -1.6 0.4
-0.2 1.6 -0.3
-0.3 -0.1 -0.8
-0.5 0.3 -0.3
-0.2 0.2 0.2
-0.1 -0.2 0.4
1.2 0.1 0.4
-0.1 -0.4 0.1
0.7 -0.3 -1.2
-0.9 0.0 0.0
0.3 0.9 -0.5
0.6 0.2 0.9
-0.2 -0.2 -0.6
0.9 0.4 0.6
-0.2 0.0 -0.2
-0.9 -0.9 -0.4
0.9 0.5 0.3
0.1 -0.5 2.2
0.3 -0.1 -0.5
1.5 -2.1 0.3
-0.7 0.4 -0.9
0.6 0.9 0.9
-0.6 -0.4 -2.2
2.4 -2.8 0.8
0.6 0.4 0.0
-0.9 0.5 0.4
-1.2 1.0 -1.0
1.6 0.6 0.1
-0.5 -0.2 -1.0
-1.1 0.1 0.2
-0.3 0.4 -0.1
0.0 0.8 0.7
-0.4 -0.2 0.2
0.4 -0.6 -0.2
-0.4 -0.7 0.8
-0.8 1.8 0.1
-0.2 0.7 -0.1
-0.3 -0.1 0.1
-0.1 0.4 -0.2
-0.2 -0.2 -0.3
0.2 0.0 -0.1
-0.5 -1.2 0.8
-1.5 0.5 -1.6
0.7 1.2 0.5
-0.8 -1.5 0.0
1.0 1.0 -1.2
-0.3 -0.9 0.5
-0.9 -1.8 0.3
-0.7 -0.7 -0.3
-1.3 1.0 -0.7
0.0 -0.1 0.3
0.8 0.0 -0.3
0.8 1.1 0.1
-0.3 -0.5 -0.4
0.2 -0.4 -0.2
0.3 0.4 0.5
0.2 0.3 0.0
0.1 -1.0 0.5
0.7 0.0 0.9
-0.1 0.9 -0.2
0.9 -0.1 -0.6
0.0 1.7 0.9
0.3 0.3 -0.2
0.5 0.3 0.0
0.1 -0.6 0.1
0.1 -2.7 0.2
-0.2 0.9 0.3
0.5 0.8 1.5
1.0 1.6 -0.4
-1.0 -0.2 -0.5
1.4 -0.9 0.4
1.1 -0.1 -0.7
0.9 0.6 1.1
-1.6 1.5 0.3
0.2 0.1 0.0
0.6 0.4 -0.5
-0.2 0.2 0.1
0.1 -0.3 -1.6
-0.4 -0.5 0.3
-0.9 0.2 0.4
-0.6 -0.5 -0.4
0.6 -0.1 0.4
-0.5 0.3 -0.4
-0.5 0.2 0.3
-0.5 0.1 0.4
-0.8 0.0 -0.9
0.1 -0.4 0.2
0.1 -0.2 0.1
0.6 -1.7 -0.6
1.0 1.2 0.4
-0.8 -2.1 0.7
1.2 -0.1 -1.0
-0.3 -0.1 -0.7
-0.1 -0.9 0.1
0.2 -0.1 -0.1
0.1 1.6 -0.3
-0.5 0.2 0.7
-1.0 0.2 0.4
-0.2 -0.7 0.4
1.0 -1.5 -1.0
-0.3 0.2 -0.2
0.4 -0.2 -0.3
-0.1 -0.1 0.1
-1.1 0.7 0.4
0.1 1.2 0.8
0.0 0.4 0.0
0.1 0.0 -0.1
-0.2 0.2 -0.4
0.1 -0.4 0.6
0.0 0.1 -0.2
-0.5 1.0 0.3
0.8 -0.5 -0.2
-0.3 -0.3 0.0

Properties
SMILES	COCCNCCOC.COCCNCCOC.COCCNCCOC.COCCNCCOC.COCCNCCOC.COCCNCCOC.COCCNCCOC.CCO.CCO.O.O
energy relative to the best compared isomer or geometry (same formula, charge and spin)	145.7	kJ/mol
2S+1	1
charge	0
total energy	-3562.38610	hartree
frontier orbital gap	8.48	eV